# 1
Computed, not measured: a 16-piece molecular cluster, C81H85F11O5 overall at a distorted geometry, with ωB97M-V with the def2-TZVPD basis set.

XYZ file:
```
182
Properties=species:S:1:pos:R:3:forces:R:3:mulliken_charge:R:1
F -4.976963 5.039978 1.242203 -0.62 0.10 0.14 -0.299
C -5.152330 3.836473 1.846185 0.84 -0.37 -0.94 0.413
C -4.753714 2.724265 1.123448 0.10 -0.28 0.75 0.113
C -4.645696 1.507511 1.804638 0.51 -1.09 -1.18 0.311
C -4.972934 1.371244 3.154164 -0.01 0.81 -0.29 -1.010
C -5.409312 2.522927 3.809416 -0.43 0.29 1.20 -0.214
C -5.521438 3.764191 3.151744 -0.22 -0.20 0.95 -0.724
H -4.471012 2.874030 0.094491 0.11 -0.28 -0.16 0.017
H -4.240101 0.609918 1.253109 -0.64 1.04 0.59 0.215
H -4.854822 0.405249 3.646180 -0.05 0.40 0.00 0.542
H -5.626876 2.514481 4.908095 0.13 -0.15 -1.17 0.288
H -5.831859 4.684916 3.645630 0.13 -0.36 0.14 0.379
F 4.194832 -5.757542 0.173294 0.30 -0.20 0.47 -0.424
C 3.361203 -5.595671 1.236713 -0.69 0.41 -2.29 0.231
C 3.691496 -6.004241 2.473248 0.67 -0.22 0.87 -0.573
C 2.784753 -5.727067 3.495794 0.72 -0.81 -0.03 -0.403
C 1.625061 -5.075126 3.242727 -2.54 0.58 1.09 -0.792
C 1.269110 -4.783718 1.922922 0.35 0.89 0.36 -0.478
C 2.133302 -5.007842 0.901510 1.72 -0.91 0.74 -0.367
H 4.651242 -6.462507 2.690643 -0.16 -0.05 -0.14 0.441
H 3.019707 -6.132466 4.451344 0.08 0.16 0.82 0.405
H 0.886631 -4.806893 4.078254 1.27 -0.53 -1.29 0.293
H 0.432863 -4.191263 1.675261 -1.26 0.29 0.12 0.744
H 2.005274 -4.745102 -0.116229 -0.48 0.30 -0.72 0.832
F -2.349684 2.676883 5.612388 0.70 0.48 -1.10 -0.365
C -1.496675 3.337469 4.721953 -0.47 -1.07 1.55 0.449
C -2.010143 3.878879 3.582883 -0.21 1.28 -0.20 -0.164
C -1.195979 4.779049 2.849757 -0.35 -0.76 -0.19 -0.063
C 0.140131 4.960473 3.192466 -0.62 -0.19 0.13 -0.887
C 0.600188 4.251837 4.289269 0.22 -0.39 0.26 -0.278
C -0.171971 3.433604 5.089423 -0.28 -0.20 0.79 -0.779
H -3.081049 3.752291 3.437431 0.35 0.08 -0.39 0.157
H -1.613444 5.272882 1.978892 -0.03 0.03 0.07 0.652
H 0.815312 5.636201 2.663993 -0.32 -0.28 0.01 0.413
H 1.612420 4.291997 4.552636 1.46 0.38 0.25 0.498
H 0.187788 2.944555 6.036414 -0.28 0.60 -1.26 0.411
F 5.882613 3.089256 -1.630814 -0.42 0.28 -0.99 -0.373
C 6.403943 3.071893 -0.413316 -0.82 -1.73 0.04 0.644
C 6.051108 2.054529 0.428930 -1.05 -0.11 1.25 -0.042
C 6.576141 2.047020 1.724696 -0.90 -1.47 0.27 -0.610
C 7.521245 2.923175 2.162958 0.65 1.71 -1.40 -0.902
C 7.890792 3.909946 1.203441 0.60 -0.56 1.85 -0.277
C 7.316492 3.979408 -0.039784 2.17 2.29 -0.93 -0.603
H 5.187266 1.406549 0.243501 0.52 0.14 -0.32 0.486
H 6.168580 1.300381 2.401755 0.13 -0.01 0.00 0.494
H 7.960137 2.921445 3.159530 -0.20 -0.12 -0.30 0.474
H 8.688214 4.591787 1.480663 -0.15 0.15 -0.18 0.368
H 7.707234 4.713609 -0.788208 -0.59 -0.60 0.79 0.375
F 3.328291 2.034753 2.510313 0.07 -0.44 0.12 -0.288
C 3.462565 3.291099 2.064040 -0.73 0.18 -0.66 0.164
C 2.906222 3.601082 0.828241 -0.30 -1.23 -0.12 1.396
C 2.959853 4.896585 0.344940 1.09 -0.09 -1.58 -0.791
C 3.680266 5.835978 1.068955 0.08 -0.11 1.01 -0.865
C 4.224877 5.496885 2.310949 -0.59 -0.22 -0.19 -0.623
C 4.099829 4.218649 2.836084 -0.04 0.39 0.01 -0.598
H 2.493412 2.740850 0.263724 0.11 0.84 0.23 -0.323
H 2.733593 5.109161 -0.734063 -0.33 -0.18 1.33 0.358
H 3.822839 6.839282 0.729413 -0.06 0.40 -0.37 0.516
H 4.694980 6.220777 2.938549 0.36 0.57 0.05 0.480
H 4.442719 3.974456 3.826603 0.22 -0.12 0.10 0.610
F -0.413548 -3.374744 -0.545602 -0.35 -1.66 -0.41 -0.096
C -0.221416 -2.089138 -0.333625 0.35 1.67 0.28 0.732
C -1.297336 -1.279800 -0.032163 0.00 0.33 0.47 1.352
C -1.048408 0.060100 0.294322 -0.89 0.66 0.07 -1.059
C 0.246479 0.575822 0.270042 -0.97 1.10 0.19 -1.438
C 1.260894 -0.278471 -0.113169 1.71 1.70 0.36 0.418
C 1.067578 -1.591282 -0.405823 -1.08 -0.10 -0.11 -0.904
H -2.298365 -1.696284 0.034451 0.04 0.06 -0.01 -0.250
H -1.910074 0.735563 0.555278 1.02 -0.88 -0.24 0.095
H 0.393204 1.667901 0.517081 0.05 -1.46 -0.28 0.508
H 2.299866 0.098335 -0.152391 -0.61 -0.17 -0.05 0.111
H 1.904021 -2.137560 -0.723359 0.88 -1.10 -0.21 0.605
F 2.220514 2.290953 -2.507163 0.92 -0.21 1.39 -0.212
C 1.387782 2.678974 -3.457719 0.14 -0.56 -0.45 0.397
C 0.124218 2.121901 -3.438581 -0.34 1.03 -1.46 0.228
C -0.714079 2.472092 -4.535118 0.07 -0.43 0.64 -0.191
C -0.281246 3.334172 -5.541009 0.63 -0.40 0.39 -0.976
C 1.070712 3.750612 -5.494334 -1.40 1.63 -1.70 -0.433
C 1.930784 3.468310 -4.464650 -2.25 -0.66 -0.20 -0.919
H -0.170019 1.473423 -2.618002 -0.04 0.05 -0.22 0.353
H -1.692936 1.998261 -4.588907 0.00 0.30 0.06 0.380
H -0.945983 3.668291 -6.361463 0.56 -0.42 0.63 0.407
H 1.345552 4.447597 -6.318280 0.23 -0.67 0.74 0.271
H 2.900925 3.849467 -4.480501 1.46 0.30 0.34 0.640
F -1.714324 -0.949188 3.221969 0.37 0.26 -0.89 0.146
C -2.228143 -1.202986 4.423151 0.79 0.94 -0.25 0.109
C -1.834624 -0.415401 5.469857 -0.08 0.59 1.52 -0.414
C -2.336971 -0.667385 6.746019 0.22 -0.58 -0.67 -0.478
C -3.146476 -1.776750 6.938194 0.11 0.16 0.59 -0.577
C -3.515934 -2.540274 5.839546 0.31 -0.17 0.19 -0.482
C -3.069172 -2.244771 4.547645 -1.15 -1.45 0.65 -0.487
H -1.129503 0.385645 5.377674 0.18 0.26 -0.52 0.429
H -2.024131 -0.096643 7.603054 0.12 0.30 -0.01 0.441
H -3.370389 -2.034305 7.989646 -0.30 -0.09 -0.90 0.333
H -4.048159 -3.444967 6.027765 -0.56 -0.43 -0.12 0.423
H -3.313354 -2.860244 3.678957 0.00 0.21 0.32 0.487
F 0.412444 -7.993100 -5.130501 0.01 0.17 0.22 -0.337
C 0.014288 -7.492203 -3.928762 0.47 0.61 -1.26 0.326
C -0.234474 -6.134204 -3.839508 -0.73 -0.10 0.21 -0.643
C -0.699361 -5.597530 -2.636806 0.25 -0.73 -0.11 0.081
C -0.882938 -6.446120 -1.528866 0.20 -1.16 -1.75 -0.644
C -0.636153 -7.835352 -1.682091 0.90 0.62 0.26 -0.731
C -0.098600 -8.339482 -2.885607 -0.75 -0.70 2.12 -0.506
H -0.202407 -5.544596 -4.738012 0.23 0.27 -0.12 0.553
H -0.918919 -4.531618 -2.601145 0.00 -0.29 0.16 0.499
H -1.289905 -6.035931 -0.648217 -0.26 0.23 1.07 0.577
H -0.686899 -8.553048 -0.841540 -0.26 0.74 -0.44 0.312
H 0.188112 -9.389802 -2.906435 -0.13 0.28 -0.40 0.431
F 0.755939 7.618869 -1.501272 0.22 0.24 -0.08 -0.385
C -0.400003 6.948177 -1.426712 -1.17 -0.19 0.69 0.129
C -0.558318 5.765985 -2.108056 0.30 -0.74 -0.14 -0.309
C -1.725293 5.017827 -1.875545 -0.33 0.58 0.74 0.326
C -2.742388 5.497234 -0.996662 0.30 -1.23 -1.00 -0.144
C -2.597521 6.743295 -0.428582 0.52 -1.03 -0.11 -0.810
C -1.416662 7.410303 -0.589353 0.98 0.48 -0.66 -0.400
H 0.293458 5.378596 -2.705530 -0.85 0.20 0.27 0.288
H -1.762261 4.043482 -2.341353 -0.28 -0.08 0.10 0.102
H -3.616914 4.902710 -0.676730 0.64 0.22 -0.72 0.212
H -3.323825 7.100272 0.254330 -0.62 0.38 0.48 0.431
H -1.278921 8.293204 -0.031671 0.38 1.08 0.41 0.473
F -2.722247 1.569395 -1.798173 0.37 0.03 0.07 0.088
C -3.958237 1.491794 -2.311256 -1.22 0.58 -0.26 0.278
C -4.744508 0.381852 -2.028629 0.60 -0.65 -0.21 0.164
C -5.969853 0.258988 -2.652773 -0.26 0.35 -0.22 -0.727
C -6.443101 1.295477 -3.461935 -1.83 -0.67 -0.57 -0.635
C -5.726555 2.452229 -3.671814 1.34 -0.56 0.46 -0.770
C -4.437437 2.545336 -3.089492 -0.90 -0.92 -0.46 -0.259
H -4.354149 -0.475160 -1.477268 0.00 0.40 0.15 0.322
H -6.539771 -0.664943 -2.548505 0.14 0.29 0.07 0.468
H -7.429555 1.148622 -3.984664 1.11 0.25 0.64 0.292
H -6.080518 3.197447 -4.370858 0.04 0.14 0.18 0.439
H -3.805198 3.335972 -3.402671 0.61 0.76 0.18 0.504
C -3.802782 -4.440310 -0.297799 -0.72 -0.10 -0.50 -0.592
C -4.862019 -3.329341 -0.063812 0.15 1.06 0.46 0.917
O -4.548464 -2.207917 0.358008 -0.30 -1.90 -0.71 -0.388
C -6.347733 -3.661460 -0.294590 0.40 -1.68 -1.14 -1.469
H -3.975930 -4.934591 -1.284572 -0.02 0.45 0.69 0.350
H -3.927506 -5.246146 0.462279 0.19 0.65 -0.31 0.542
H -2.776761 -4.035557 -0.314088 -0.56 -0.12 0.30 -0.317
H -7.002701 -2.838997 0.003987 0.23 -0.13 -0.31 0.264
H -6.621982 -4.578818 0.262934 0.23 0.51 0.26 0.461
H -6.525047 -4.064660 -1.363405 0.37 1.25 1.43 0.240
C 2.012834 -3.387054 -4.120804 -0.98 -0.39 0.54 -1.071
C 0.839849 -2.579905 -4.621092 2.03 1.48 0.48 0.922
O -0.133794 -3.017606 -5.134578 -1.84 -1.54 -0.69 -0.625
C 1.077933 -1.093187 -4.643017 0.07 0.63 -0.25 -0.690
H 1.727833 -4.291756 -3.570993 -0.04 -0.16 -0.82 0.155
H 2.574350 -2.843306 -3.396050 0.64 0.76 0.27 0.125
H 2.589855 -3.531538 -5.023984 0.46 -0.57 -0.02 0.505
H 0.115450 -0.591297 -4.929561 1.07 -0.19 0.49 0.172
H 1.847306 -0.885441 -5.432912 -0.62 -0.13 0.54 0.443
H 1.536815 -0.764375 -3.687551 -0.56 0.12 -0.48 0.027
C 6.519278 -3.020178 -0.063258 1.34 -0.22 0.85 -1.026
C 5.531881 -2.123218 -0.795390 -0.48 -0.48 0.76 0.766
O 4.331332 -2.274326 -0.572318 1.39 0.61 -0.76 -0.250
C 6.112482 -1.013821 -1.691630 -0.42 -1.69 -0.54 -0.824
H 6.053167 -3.617801 0.737301 -0.24 0.02 -0.79 0.046
H 7.292748 -2.451688 0.521945 -0.60 0.08 -0.82 0.354
H 7.136612 -3.680066 -0.728108 -0.79 0.55 0.31 0.346
H 5.409478 -0.867367 -2.521474 0.14 0.22 0.25 0.265
H 7.099890 -1.315470 -2.122173 -0.71 0.46 0.64 0.406
H 6.148410 -0.132977 -1.069988 0.35 0.41 -0.02 -0.081
C -2.660030 -2.063577 -3.435474 -0.47 0.97 -2.29 0.208
C -4.086108 -2.504457 -3.676135 0.38 -0.23 0.87 0.652
O -4.776828 -2.898946 -2.758834 -0.07 -0.13 -0.08 -0.414
C -4.655665 -2.352499 -5.033792 0.24 1.56 -1.18 -1.516
H -1.954442 -2.419206 -4.217045 -0.44 -0.32 0.78 0.431
H -2.351996 -2.168783 -2.426689 0.33 -0.31 0.82 -0.343
H -2.681922 -0.986343 -3.698577 0.02 -0.10 0.40 -0.063
H -5.044807 -1.313024 -5.167305 -0.12 -0.68 0.48 0.246
H -5.394524 -3.066149 -5.324989 -0.69 -0.42 0.34 0.395
H -3.908878 -2.367800 -5.806922 0.73 -0.26 -0.25 0.391
C 2.396306 -1.201160 3.503474 -0.35 0.03 -0.07 0.079
C 3.869515 -1.377474 3.730328 -1.30 -1.21 -0.23 0.644
O 4.443607 -0.793909 4.594682 1.25 0.98 0.93 -0.638
C 4.477572 -2.514880 2.941415 0.15 -0.28 0.73 -0.130
H 2.225549 -0.707449 2.563588 -0.06 0.22 -0.67 -0.329
H 1.868033 -0.606201 4.256317 0.39 -0.28 0.07 0.377
H 1.983779 -2.204526 3.397576 -0.35 0.08 0.10 -0.099
H 3.873598 -3.425130 3.121790 0.35 0.44 0.08 -0.083
H 5.510826 -2.676044 3.286776 -0.33 0.05 -0.39 0.462
H 4.385884 -2.343876 1.883054 0.18 0.17 -0.55 -0.235
```
Forces are in eV/Å.

As for the HOMO-LUMO gap: 9.492 eV. The maximum force is 3.3 eV/A. Its HOMO energy is -8.964 eV.

# 2
Computed, not measured: C5H11ClCuNO6 as an isolated structure at a distorted geometry, with ωB97M-V with the def2-TZVPD basis set.

XYZ file:
```
25
Properties=species:S:1:pos:R:3:forces:R:3:mulliken_charge:R:1
Cu 6.982981 28.355121 -11.399223 -0.46 -0.12 0.35 0.611
C 8.009269 27.031177 -6.269616 -2.00 -0.33 -1.35 -0.445
O 6.818190 27.114292 -6.998600 0.56 0.03 0.12 -0.750
H 7.907558 27.581117 -5.334028 0.58 0.58 0.35 0.148
H 8.245129 26.003026 -5.995075 0.21 -0.64 0.21 0.156
H 8.820756 27.342911 -6.927195 0.72 0.51 0.35 0.150
Cl 10.810148 22.910810 -13.558813 0.86 -2.01 0.79 1.580
O 12.090555 22.964373 -14.238031 -0.03 1.17 -0.16 -0.654
O 9.934524 24.001368 -13.916633 0.20 -0.23 -0.39 -0.624
O 10.282548 21.601964 -13.873464 -1.22 0.14 -0.78 -0.658
O 11.009967 22.893130 -12.132679 0.24 0.92 0.48 -0.644
O 2.838236 29.323619 -12.355802 -0.27 0.13 -0.14 -1.003
H 2.047827 29.624136 -12.845160 0.60 -0.15 0.17 0.135
C 9.318250 37.649326 -13.715246 0.90 -0.49 -0.09 -1.141
C 9.633504 37.046555 -15.154051 -1.22 0.44 1.38 -0.373
C 10.591140 35.869295 -15.168673 -0.57 -1.05 0.00 -0.328
C 10.119439 34.689492 -14.435937 -1.08 -1.74 2.17 0.143
N 9.702486 33.769820 -13.844790 0.98 2.00 -1.40 -0.398
H 8.973451 36.876179 -13.028620 -0.18 -0.49 -0.40 0.335
H 8.569469 38.431524 -13.590388 0.00 0.08 -0.84 0.328
H 10.198016 38.000516 -13.176002 0.37 0.25 -0.39 0.321
H 9.991998 37.704916 -15.945336 -0.02 0.61 0.50 0.290
H 8.669847 36.681657 -15.509449 -0.03 -0.08 -0.17 0.274
H 11.606044 36.099665 -14.844627 0.00 0.05 -0.29 0.317
H 10.521292 35.450399 -16.172543 0.85 0.44 -0.45 0.231
```
Forces are in eV/Å.

As for the HOMO-LUMO gap: 3.214 eV. The total charge is -2. The maximum force is 3.0 eV/A. Its HOMO energy is -1.535 eV.

# 3
Computed, not measured: an isolated molecule of CH2N4O at a distorted geometry, with ωB97M-V with the def2-TZVPD basis set.

XYZ file:
```
8
Properties=species:S:1:pos:R:3:forces:R:3:mulliken_charge:R:1
H -2.160215 0.539006 -0.503238 2.22 -2.58 1.60 0.264
N -1.666416 -0.382536 -0.070011 0.39 0.55 -1.87 -0.666
C -0.356872 -0.410929 -0.105076 -5.90 3.41 0.79 0.602
N 0.543018 -1.348522 0.091073 4.08 -3.51 -1.52 -0.273
N 1.718149 -0.846685 -0.142847 -2.79 -2.27 1.96 0.018
O 1.577249 0.466335 -0.110869 7.30 0.88 -0.76 -0.046
N 0.368217 0.765733 -0.059763 -7.33 4.24 2.49 -0.230
H -0.023132 1.217600 0.900734 2.03 -0.72 -2.70 0.332
```
Forces are in eV/Å.

As for the HOMO-LUMO gap: 8.553 eV. The maximum force is 8.8 eV/A. The calculation puts the relative energy (zero: lowest compared OMol25 entry of this formula, charge and spin) at 111.6 kcal per mole. Its HOMO energy is -9.532 eV.

Number 1: LUMO 0.53 eV. Number 2: LUMO 1.68 eV. Number 3: LUMO -0.98 eV.